Entry 1:
The following is a quantum chemistry calculation of a structure of composition C50H58N4O5P2S2Si2W at a distorted geometry, from OMol25.

The geometry in XYZ format:
```
124
C50H58N4O5P2S2Si2W, DFT the ωB97M-V functional and the def2-TZVPD basis
W -0.3507 -0.2835 -0.7819
C 2.1200 1.7958 -1.5696
P 0.8660 1.8199 -0.1862
C 0.5349 3.6197 -0.2073
C 0.9312 4.4285 0.8483
C 0.7429 5.8044 0.7827
C 0.1328 6.3742 -0.3231
C -0.2816 5.5654 -1.3764
C -0.0690 4.1982 -1.3259
C -2.2060 3.1962 1.4320
C -1.4052 2.8424 2.5060
C -1.5471 3.5126 3.7122
C -2.4872 4.5264 3.8396
C -3.2801 4.8764 2.7550
C -3.1422 4.2109 1.5446
C 1.5794 1.0784 -2.7665
C 2.0638 1.0419 -4.0510
C 1.1164 0.3242 -4.8310
C 0.1070 -0.0457 -3.9813
C -1.2140 -0.6951 -4.2350
P -2.0785 -0.6072 -2.6335
C -3.6645 -1.4599 -2.9371
C -3.8905 -2.7571 -2.4813
C -5.1175 -3.3680 -2.6995
C -6.1197 -2.6858 -3.3719
C -5.8951 -1.3924 -3.8300
C -4.6728 -0.7772 -3.6128
C -2.5747 1.0825 -2.4384
C -3.5318 1.3110 -1.2869
C -4.3263 2.5680 -1.4525
C -3.9924 3.5067 -2.3508
C -2.8972 3.3327 -3.2676
C -2.2471 2.1348 -3.3150
N 0.3779 0.4049 -2.7065
H 3.0570 1.3565 -1.2112
H 2.3470 2.8251 -1.8417
H 1.3893 3.9905 1.7268
H 1.0769 6.4252 1.6050
H -0.0152 7.4461 -0.3694
H -0.7743 6.0026 -2.2372
H -0.3939 3.5678 -2.1403
H -0.6643 2.0620 2.3831
H -0.9002 3.2578 4.5429
H -2.5954 5.0479 4.7823
H -4.0104 5.6706 2.8471
H -3.7377 4.4714 0.6790
H 2.9814 1.4916 -4.4001
H 1.1684 0.1214 -5.8900
H -1.1221 -1.7353 -4.5535
H -1.8044 -0.1670 -4.9863
H -3.1041 -3.2882 -1.9564
H -5.2930 -4.3724 -2.3353
H -7.0795 -3.1587 -3.5350
H -6.6806 -0.8576 -4.3481
H -4.5004 0.2381 -3.9512
H -4.2019 0.4439 -1.1804
H -5.1654 2.7071 -0.7786
H -4.5895 4.4094 -2.4241
H -2.6303 4.1245 -3.9544
H -1.4947 1.9728 -4.0804
O -2.0620 2.5505 0.2084
C -2.7707 1.3557 0.0782
O -1.8886 0.2684 0.0825
H -3.4853 1.2812 0.9029
N 1.4735 -0.9756 -0.7689
C 2.4552 -1.0134 0.0250
N 3.7591 -0.9992 -0.2704
C 4.1493 -1.0719 -1.6828
C 4.8314 -2.4065 -1.9264
O 5.9644 -2.5437 -1.0828
C 5.5958 -2.4972 0.2816
C 4.8841 -1.1940 0.6317
H 4.8546 -0.2638 -1.8904
H 3.2648 -0.9547 -2.3059
H 5.1951 -2.4734 -2.9499
H 4.1184 -3.2198 -1.7378
H 6.5183 -2.5873 0.8536
H 4.9336 -3.3417 0.5187
H 5.5703 -0.3503 0.5217
H 4.5419 -1.2375 1.6546
O 2.8157 3.0706 4.5547
S 3.6772 2.2914 3.7184
O 4.7393 2.9529 3.0254
N 2.7475 1.4350 2.6159
C 2.8735 0.1858 2.8201
S 2.0168 -1.0584 1.8814
C 3.7343 -0.2281 3.9502
C 4.0156 -1.5014 4.4249
C 4.8626 -1.6295 5.5165
C 5.4144 -0.5114 6.1345
C 5.1188 0.7661 5.6729
C 4.2829 0.8725 4.5855
H 3.5710 -2.3706 3.9548
H 5.0943 -2.6147 5.8990
H 6.0763 -0.6366 6.9808
H 5.5273 1.6498 6.1460
C -3.1912 -3.0799 1.9804
Si -1.4382 -2.3714 1.9086
C -1.4843 -0.7962 2.9423
C -0.3594 -3.6113 2.8458
C -1.0237 -2.2465 0.0631
Si -0.1449 -3.7574 -0.6305
C -1.2345 -5.3048 -0.5470
C 0.1133 -3.4972 -2.4921
C 1.4941 -4.2994 0.1483
H -3.4920 -3.3044 3.0076
H -3.2642 -4.0045 1.4001
H -3.9173 -2.3711 1.5698
H -1.8089 -1.0450 3.9577
H -2.1865 -0.0618 2.5510
H -0.5038 -0.3219 3.0194
H -0.7151 -3.6913 3.8767
H 0.6890 -3.3149 2.8770
H -0.4153 -4.6060 2.3952
H -2.0276 -2.3121 -0.3753
H -2.0816 -5.2547 -1.2368
H -1.6346 -5.4578 0.4604
H -0.6488 -6.1908 -0.8070
H 0.6952 -2.6003 -2.7018
H -0.8551 -3.4052 -2.9942
H 0.6276 -4.3458 -2.9547
H 1.3229 -5.1099 0.8597
H 2.0040 -3.4998 0.6851
H 2.1664 -4.6747 -0.6273
```

Values from the calculation:
LUMO energy (spin up / spin down): -1.3 / -1.3 eV
HOMO-LUMO gap (spin up / spin down): 4.880 / 4.833 eV


Entry 2:
The following is a quantum chemistry calculation of a structure of composition C50H59N2O5P2SSi2Ti at a distorted geometry, from OMol25.

The geometry in XYZ format:
```
122
C50H59N2O5P2SSi2Ti, DFT the ωB97M-V functional and the def2-TZVPD basis
Ti -0.8632 -0.6942 1.2667
O 3.8388 1.6352 -2.3015
S 2.4458 1.7561 -1.8008
C 1.9585 3.4547 -2.0767
C 2.9664 4.4094 -2.0102
C 2.6775 5.7277 -2.3195
C 1.3870 6.0694 -2.6983
C 0.3973 5.1010 -2.7916
C 0.6726 3.7637 -2.5111
P -0.5607 2.4126 -2.6657
C -0.2639 1.7828 -4.3759
C 1.0287 1.5112 -4.8285
C 1.2458 0.9414 -6.0757
C 0.1758 0.6211 -6.8972
C -1.1143 0.8863 -6.4624
C -1.3285 1.4559 -5.2145
C -2.1468 3.3069 -2.8155
C -2.5057 4.1013 -3.9076
C -3.6984 4.8071 -3.9041
C -4.5458 4.7474 -2.8033
C -4.2069 3.9598 -1.7139
C -3.0194 3.2377 -1.7298
C 2.5756 1.7189 0.0057
C 2.5460 2.8584 0.8034
C 2.7967 2.7597 2.1673
C 3.0477 1.5203 2.7361
C 3.0744 0.3815 1.9393
C 2.8844 0.4632 0.5587
P 3.2518 -0.9242 -0.6013
C 2.9213 -2.3915 0.4668
C 3.8526 -3.4367 0.4482
C 3.5753 -4.6846 0.9890
C 2.3408 -4.9408 1.5598
C 1.4049 -3.9212 1.6191
C 1.7009 -2.6757 1.0868
C 5.0639 -0.8823 -0.7134
C 5.9168 -0.8051 0.3885
C 7.2876 -0.7635 0.2040
C 7.8174 -0.7908 -1.0823
C 6.9763 -0.8740 -2.1802
C 5.6008 -0.9190 -1.9971
H 3.9681 4.1046 -1.7331
H 3.4528 6.4802 -2.2706
H 1.1495 7.0948 -2.9488
H -0.5942 5.4031 -3.0957
H 1.8969 1.7839 -4.2432
H 2.2598 0.7670 -6.4104
H 0.3461 0.1945 -7.8764
H -1.9546 0.6822 -7.1144
H -2.3341 1.7161 -4.9226
H -1.8484 4.1755 -4.7656
H -3.9622 5.4176 -4.7576
H -5.4626 5.3217 -2.7958
H -4.8589 3.9201 -0.8507
H -2.7584 2.6070 -0.8849
H 2.3479 3.8243 0.3604
H 2.8129 3.6535 2.7770
H 3.2428 1.4423 3.7985
H 3.2697 -0.5850 2.3921
H 4.8112 -3.2713 -0.0218
H 4.3292 -5.4600 0.9546
H 2.1092 -5.9180 1.9618
H 0.4604 -4.1050 2.1089
H 0.9547 -1.8696 1.2376
H 5.5220 -0.7799 1.3972
H 7.9450 -0.7099 1.0615
H 8.8889 -0.7420 -1.2233
H 7.3878 -0.8967 -3.1801
H 4.9398 -0.9561 -2.8535
C -4.3713 0.3112 2.7665
Si -2.7955 0.7416 3.6855
C -2.0947 2.3969 3.1758
C -3.2846 0.8473 5.4681
C -1.4359 -0.6071 3.2578
C -2.0012 -1.9794 3.0417
C -2.7798 -2.7747 3.8756
C -3.1146 -4.0469 3.4517
C -2.7213 -4.5071 2.1871
C -1.9934 -3.6756 1.3805
N -1.6444 -2.4437 1.8151
Si -0.0691 -0.6763 4.7060
C 0.8644 0.9318 4.7529
C -0.8517 -1.0062 6.3669
C 1.1541 -2.0337 4.4022
H -4.8629 1.2167 2.4029
H -5.0623 -0.1742 3.4589
H -4.2247 -0.3595 1.9238
H -2.8041 3.1702 3.4818
H -1.9557 2.5370 2.0981
H -1.1619 2.6279 3.6972
H -4.0971 1.5795 5.5100
H -2.4925 1.1999 6.1256
H -3.6723 -0.0875 5.8735
H -3.0966 -2.4011 4.8381
H -3.6892 -4.6955 4.1011
H -2.9804 -5.4994 1.8473
H -1.6704 -3.9568 0.3882
H 1.3505 1.1876 3.8093
H 1.6634 0.8021 5.4892
H 0.2693 1.7792 5.0951
H -0.9099 -0.0946 6.9609
H -0.2121 -1.7091 6.9042
H -1.8499 -1.4368 6.3417
H 1.8463 -1.8325 3.5848
H 0.6976 -3.0087 4.2351
H 1.7468 -2.1177 5.3174
O 0.1802 0.9890 1.5033
H 1.0292 1.2733 1.1022
H -0.1060 1.6457 2.1654
O 0.1101 -0.8449 -0.7606
H 0.4477 -1.7001 -1.0744
H 0.0615 -0.2570 -1.5428
N -4.8313 -1.0657 -2.1847
C -4.4052 -0.3497 -0.9445
C -3.0329 -0.8741 -0.5427
O -2.5921 -1.8706 -1.0605
O -2.4407 -0.1838 0.4178
H -5.8125 -1.3498 -2.1652
H -4.2250 -1.9008 -2.2641
H -4.6734 -0.5026 -3.0226
H -5.1113 -0.5639 -0.1426
H -4.3811 0.7260 -1.0993
```

Values from the calculation:
LUMO energy: -9.6 eV
Net charge: +3
HOMO-LUMO gap: 4.712 eV


For reference, energy by record: -126816.6042; -134287.6951 eV.
For reference, ΔE to the lowest compared entry with this formula, charge and spin by record: 194.1; 226.5 kJ/mol.